Record 1
{"formula": "C37H34FN2O4ReS4SbTe", "method": "ωB97M-V/def2-TZVPD", "multiplicity": 2, "gap_ha": [0.228, 0.223], "homo_ev": [-12.55, -12.54], "total_charge": 2, "s2": 0.76, "symbols": ["Re", "Te", "Sb", "S", "S", "S", "S", "F", "O", "O", "O", "O", "N", "N", "C", "C", "C", "C", "C", "C", "C", "C", "C", "C", "C", "C", "C", "C", "C", "C", "C", "C", "C", "C", "C", "C", "C", "C", "C", "C", "C", "C", "C", "C", "C", "C", "C", "C", "C", "C", "C", "H", "H", "H", "H", "H", "H", "H", "H", "H", "H", "H", "H", "H", "H", "H", "H", "H", "H", "H", "H", "H", "H", "H", "H", "H", "H", "H", "H", "H", "H", "H", "H", "H", "H"], "coordinates": [[2.243, -1.618, 0.923], [-1.369, -1.488, -0.276], [5.606, -3.038, -0.081], [6.925, -1.775, -1.588], [2.940, -3.383, 2.095], [6.699, -0.964, 0.364], [3.485, -2.093, -0.908], [6.689, 3.086, 1.579], [0.196, -0.183, -0.017], [2.673, 0.218, 1.366], [1.454, -3.995, 2.690], [-1.308, 0.813, 1.295], [1.291, 4.052, 1.676], [0.531, -2.445, 1.289], [-3.319, -5.078, 3.321], [-3.520, -1.186, -2.178], [5.376, 3.288, 1.610], [-1.007, -5.378, 2.731], [-0.883, -4.000, 2.566], [-1.102, 1.828, -1.921], [-2.187, 0.857, -2.326], [0.457, 3.062, 1.436], [0.678, -1.126, -3.143], [3.081, 6.296, 1.986], [4.923, 4.603, 1.759], [-2.230, -5.915, 3.100], [4.525, 2.232, 1.506], [0.966, -3.604, -3.314], [-3.844, -2.559, -1.617], [0.729, 5.452, 1.882], [-4.361, -0.683, -3.159], [-0.450, -2.836, -1.577], [2.674, 3.820, 1.672], [-4.149, 0.556, -3.747], [-5.070, 1.067, -4.823], [0.406, -3.429, 2.141], [-3.066, 1.304, -3.308], [-0.184, 0.769, 0.879], [-3.188, -3.702, 3.179], [0.712, -4.916, -2.947], [-0.713, -4.153, -1.189], [3.146, 2.501, 1.526], [-1.970, -3.161, 2.796], [0.868, 1.752, 1.227], [-2.415, -0.413, -1.780], [0.388, -2.521, -2.651], [-0.143, -5.198, -1.888], [1.727, 6.274, 2.668], [3.583, 4.889, 1.799], [2.209, 1.447, 1.355], [-0.628, 5.405, 2.566], [-4.851, -2.849, -1.907], [0.629, 5.872, 0.880], [-6.108, 1.045, -4.487], [3.802, 6.865, 2.570], [-0.848, 6.401, 2.948], [-2.892, 2.282, -3.744], [1.175, -5.726, -3.497], [-0.151, -6.022, 2.565], [1.324, 7.281, 2.762], [-0.621, 4.717, 3.415], [-1.852, -2.086, 2.725], [-5.005, 0.440, -5.714], [-0.179, -0.472, -3.022], [3.001, 6.790, 1.013], [-1.359, -4.371, -0.342], [-1.444, 5.135, 1.896], [-4.029, -3.051, 3.381], [-5.213, -1.281, -3.468], [0.921, -1.150, -4.204], [1.625, -3.401, -4.150], [-3.172, -3.329, -2.001], [1.816, 5.863, 3.680], [-0.598, 3.297, 1.421], [-0.357, -6.221, -1.608], [-0.994, 2.593, -2.687], [4.898, 1.225, 1.385], [-4.270, -5.500, 3.621], [-3.837, -2.604, -0.520], [-0.131, 1.364, -1.788], [-4.823, 2.087, -5.110], [5.652, 5.401, 1.846], [-2.333, -6.985, 3.226], [1.531, -0.680, -2.629], [-1.381, 2.340, -0.995]]}

Record 2
{"formula": "C37H34N4O3PPt", "method": "ωB97M-V/def2-TZVPD", "multiplicity": 1, "gap_ha": 0.239, "homo_ev": -10.49, "total_charge": 1, "symbols": ["Pt", "P", "O", "O", "O", "N", "N", "N", "N", "C", "C", "C", "C", "C", "C", "C", "C", "C", "C", "C", "C", "C", "C", "C", "C", "C", "C", "C", "C", "C", "C", "C", "C", "C", "C", "C", "C", "C", "C", "C", "C", "C", "C", "C", "C", "C", "H", "H", "H", "H", "H", "H", "H", "H", "H", "H", "H", "H", "H", "H", "H", "H", "H", "H", "H", "H", "H", "H", "H", "H", "H", "H", "H", "H", "H", "H", "H", "H", "H", "H"], "coordinates": [[-0.550, 0.674, -0.438], [-0.224, -0.468, 1.562], [4.043, 1.222, 0.865], [-0.369, -0.974, -1.745], [0.733, -2.971, -3.053], [-1.114, 2.443, 0.285], [1.933, 1.232, 0.143], [-1.887, 1.111, -1.836], [-1.936, 0.294, -2.842], [-2.366, 2.354, -1.730], [3.737, -0.588, 2.773], [-1.250, -4.909, 1.080], [-2.032, 3.052, -0.559], [-0.059, -2.614, -4.078], [-1.178, 4.300, 1.762], [0.051, -2.978, 0.520], [-3.163, 0.777, 4.842], [2.564, 0.537, -2.563], [-1.319, 0.150, 2.866], [-1.122, -0.746, -2.795], [-1.015, -1.580, -3.976], [2.603, 2.237, -0.681], [4.071, 2.163, -0.195], [2.472, 2.016, -2.201], [2.602, -0.221, 2.039], [0.099, -3.277, -5.296], [-1.788, -2.786, 2.063], [-0.882, 0.517, 4.134], [-1.797, -1.264, -5.096], [3.648, -1.441, 3.855], [-3.600, 0.469, 3.562], [-0.676, -2.941, -6.384], [-0.714, 3.062, 1.394], [1.291, -1.623, 3.498], [1.365, -0.754, 2.409], [-2.042, -4.138, 1.915], [-2.684, 0.165, 2.573], [-0.203, -4.328, 0.379], [1.170, 2.613, -2.721], [-0.737, -2.200, 1.366], [-2.117, 4.942, 0.932], [-1.635, -1.938, -6.283], [2.794, 0.749, 0.957], [-1.806, 0.817, 5.119], [-2.535, 4.329, -0.215], [2.415, -1.956, 4.226], [-2.496, 5.911, 1.213], [1.715, -0.002, -2.142], [4.696, -0.192, 2.482], [-2.405, -2.205, 2.732], [-3.875, 1.001, 5.620], [0.176, 0.562, 4.358], [2.328, -2.624, 5.068], [0.855, -4.044, -5.367], [4.449, 3.106, 0.200], [4.757, 1.798, -0.964], [-2.236, -1.670, -7.137], [0.328, 2.075, -2.276], [3.302, 2.554, -2.673], [0.016, 2.524, 1.989], [-1.447, -5.965, 0.976], [0.417, -4.924, -0.273], [-3.018, -0.077, 1.570], [1.083, 3.668, -2.464], [2.156, 3.207, -0.431], [1.112, 2.520, -3.803], [0.866, -2.512, -0.017], [-2.859, -4.586, 2.461], [2.557, 0.415, -3.642], [-0.526, -3.452, -7.323], [-4.654, 0.453, 3.336], [-1.452, 1.070, 6.108], [-0.825, 4.772, 2.661], [4.535, -1.708, 4.408], [0.529, -2.387, -2.295], [0.332, -2.037, 3.778], [-3.247, 4.799, -0.875], [-2.510, -0.461, -4.996], [-2.924, 2.802, -2.540], [3.469, 0.078, -2.174]]}